1.
Molecular formula: C4H5NO2
Method: DFT, ωB97M-V/def2-TZVPD

Structure (ORCA input):
```
! wB97M-V def2-TZVPD RIJCOSX def2/J DEFGRID3
* xyz 0 1
C -0.1130 -0.3214 1.5745
C 0.9633 0.3334 1.2882
O 1.1810 1.0126 0.0843
C 0.2136 0.9284 -0.8943
O -0.1604 -0.2739 -1.6735
N -1.0572 -1.0815 -0.8047
C -0.9539 -0.9503 0.5008
H -0.4249 -0.6960 2.5928
H 1.2157 1.0971 2.1177
H 0.2964 1.4560 -1.8362
H -0.7733 1.3192 -0.2758
H -1.7379 -1.4557 0.9324
*
```

SMILES string: C1=COCON=C1
Frontier orbital gap, eV: 9.666
Energy relative to the best compared isomer or geometry (same formula, charge and spin), kJ/mol: 524.3

2.
Molecular formula: C4H5NO2
Method: DFT, ωB97M-V/def2-TZVPD

Structure (ORCA input):
```
! wB97M-V def2-TZVPD RIJCOSX def2/J DEFGRID3
* xyz 0 1
O 2.6885 -0.3876 -0.7428
C 1.5199 -0.1573 -0.9128
C 0.6396 0.2490 0.1999
C -0.5992 1.0582 0.0949
N -1.4943 0.1877 0.8816
C -1.2336 -1.0330 0.6276
O -0.1085 -1.4012 0.0513
H 0.9776 -0.3339 -1.8585
H 1.1392 0.3854 1.1718
H -0.9536 1.1511 -0.9454
H -0.5966 2.0646 0.5411
H -1.9791 -1.7830 0.8912
*
```

Frontier orbital gap, eV: 9.503
Energy relative to the best compared isomer or geometry (same formula, charge and spin), kJ/mol: 266.1

3.
Molecular formula: C4H5NO2
Method: DFT, ωB97M-V/def2-TZVPD

Structure (ORCA input):
```
! wB97M-V def2-TZVPD RIJCOSX def2/J DEFGRID3
* xyz 0 1
O 1.5585 -1.5117 1.8379
C 0.7294 -1.3739 1.0221
N -0.1002 -1.3529 0.1389
C -1.0619 -0.3462 -0.2473
C -0.5275 1.0624 -0.1316
O -0.3073 1.5392 1.2295
C 0.7757 1.3425 0.5582
H 1.4757 -0.4180 -1.5399
H -1.9605 -0.4723 0.3696
H -1.3601 -0.5222 -1.2851
H -0.9300 1.8250 -0.7919
H 1.8214 0.2100 -1.3472
*
```

Frontier orbital gap, eV: 10.183
Energy relative to the best compared isomer or geometry (same formula, charge and spin), kJ/mol: 464.9